Formula: C4H12NO
Source: the Open Molecules 2025 dataset
Level of theory: ωB97M-V with the def2-TZVPD basis set

```
18
Properties=species:S:1:pos:R:3:forces:R:3
C -0.812420 0.503603 2.115318 0.445 -0.691 -0.095
C -1.466714 -0.389417 1.018370 -0.114 0.366 1.113
C -0.582485 -0.450227 -0.178501 -0.433 0.438 0.348
C 0.019101 -1.495919 -0.674977 0.452 -0.551 -1.072
N -0.278607 0.894611 -0.762714 -0.236 -0.523 -0.049
H -1.021330 0.167388 3.128662 -0.377 -0.121 -0.094
H 0.271961 0.387649 2.029654 0.026 0.435 0.039
H -1.128294 1.543506 2.072011 0.165 0.135 -0.146
H -1.592402 -1.398997 1.396514 0.074 -0.123 -0.046
H -2.475851 -0.000591 0.878226 -0.031 -0.077 -0.629
H -0.209048 -2.491054 -0.388868 -0.387 -0.570 0.822
H 0.740342 -1.521540 -1.479636 0.000 0.614 -0.075
H -0.636342 1.615887 -0.140288 0.044 0.227 -0.100
H -0.732129 0.950203 -1.674155 -0.113 0.303 0.046
H 0.736785 1.004922 -0.900508 0.327 0.033 0.192
H 2.312950 0.339090 -2.207756 -0.091 0.006 0.068
H 3.342677 0.408151 -1.140952 -0.088 0.150 0.532
O 2.381954 0.443382 -1.246568 0.338 -0.049 -0.852
```
Positions in Å, forces in eV/Å.

Calculated values
ΔE to the lowest compared entry with this formula, charge and spin	105.4	kJ/mol
2S+1	1
charge	+1
orbital gap	11.23	eV